Formula: C46H121N7O14
Source: the OMol25 dataset
Level of theory: wB97M-V/def2-TZVPD

Values from the calculation:
- E_LUMO (alpha / beta): 0.0724 / 0.0698 hartree
- Orbital gap (alpha / beta): 1.2 / 8.7 eV
- Multiplicity: 2
- Net charge: -1

Positions of all 188 atoms, in Å:
C -0.98252 -4.91031 0.46746
C -2.23365 -5.19653 1.25852
C -2.05190 -4.84258 2.72088
O -3.28740 -4.49068 0.72083
H -0.95624 -3.84103 0.25757
H -1.18338 -5.33991 -0.51396
H -0.00548 -5.24703 0.81404
H -2.43720 -6.26182 1.14979
H -1.11102 -5.30127 3.02496
H -2.76928 -5.32654 3.38364
H -2.01673 -3.76734 2.89617
H -4.02605 -4.71059 1.29322
C -0.53846 0.72138 1.87018
C 0.32747 -0.46562 1.54854
C 0.04402 -0.96788 0.12685
O 1.70416 -0.22907 1.56076
H -1.58529 0.59141 1.59568
H -0.14380 1.60485 1.36837
H -0.53869 0.97999 2.92906
H 0.06450 -1.27469 2.22996
H 0.69491 -1.76535 -0.23159
H 0.16140 -0.13456 -0.56590
H -1.01429 -1.20586 0.01994
H 1.87513 0.46315 0.91795
C 2.57869 -0.02248 5.96184
C 1.13446 -0.23069 5.44756
C 0.56390 -1.62700 5.74343
O 0.32877 0.79581 5.95910
H 3.24910 -0.81853 5.63787
H 2.70570 -0.09983 7.04165
H 3.02331 0.93743 5.69920
H 1.03380 -0.04288 4.37860
H -0.51902 -1.62746 5.61938
H 0.68968 -1.95607 6.77493
H 1.06230 -2.35350 5.10164
H 0.17978 0.72211 6.90461
C 2.63034 -3.79524 2.22306
C 3.67943 -2.82554 2.65122
C 4.97070 -3.48992 3.13775
O 3.95657 -1.96204 1.56329
H 3.05165 -4.48765 1.49426
H 1.68968 -3.35857 1.88754
H 2.26975 -4.41297 3.04555
H 3.18554 -2.24272 3.42870
H 5.57141 -3.64315 2.24122
H 4.84661 -4.46698 3.60472
H 5.47623 -2.83014 3.84290
H 3.19409 -1.37892 1.54933
C 1.65731 5.66799 1.95476
O 2.78419 4.73987 1.95879
C 2.38347 3.46553 1.44720
C 2.25694 3.51022 -0.10223
N 2.13885 2.13303 -0.68670
C 1.49552 2.14739 -2.00990
C 2.00424 3.21659 -2.95748
O 1.31783 3.03504 -4.16406
C 1.88061 3.78324 -5.27402
H 0.77515 5.33850 2.50369
H 1.38914 6.02216 0.95940
H 1.94620 6.55093 2.52490
H 1.52535 3.08336 2.00009
H 3.14353 2.73343 1.72004
H 3.10878 4.02192 -0.55015
H 1.36767 4.07220 -0.38770
H 3.01983 1.63985 -0.71414
H 0.43611 2.27598 -1.78806
H 1.61972 1.20154 -2.53719
H 3.07567 3.04986 -3.06852
H 1.97039 4.23482 -2.56995
H 1.20084 3.49636 -6.07633
H 2.92153 3.54879 -5.49677
H 1.70963 4.79058 -4.89438
C -10.15316 -5.10044 0.78963
O -8.87366 -4.58217 0.81775
C -8.90166 -3.09331 0.88583
C -7.49446 -2.59218 0.43488
N -6.51650 -2.39785 1.49813
C -5.29197 -1.72984 0.97354
C -4.20448 -1.62009 2.05846
O -4.63558 -0.47399 2.79190
C -3.93733 -0.21197 4.05610
H -10.57322 -5.02171 1.79235
H -10.17413 -6.13572 0.44926
H -10.79648 -4.49666 0.14956
H -9.19609 -2.89595 1.91659
H -9.60807 -2.67553 0.16851
H -7.62915 -1.64737 -0.09171
H -7.11429 -3.28078 -0.31970
H -6.95268 -1.92075 2.27415
H -5.70756 -0.80459 0.57442
H -4.91160 -2.31474 0.13610
H -3.23008 -1.50959 1.58263
H -4.20001 -2.57428 2.58533
H -4.69976 -0.03018 4.81357
H -3.17550 0.56719 4.08139
H -3.48547 -1.15743 4.35611
C 3.49434 -5.72574 -10.10068
O 3.57025 -5.03324 -8.87972
C 4.48931 -5.51969 -7.97408
C 4.62287 -4.41421 -6.84776
N 3.64847 -4.50417 -5.79325
C 3.73685 -3.52219 -4.66950
C 2.59317 -3.57190 -3.68896
O 1.38782 -3.37411 -4.32929
C 0.26165 -3.33829 -3.45862
H 4.39290 -5.49511 -10.67295
H 2.65705 -5.34963 -10.68855
H 3.32671 -6.79283 -9.95462
H 5.45247 -5.60961 -8.47641
H 4.21150 -6.49524 -7.57507
H 4.49607 -3.43267 -7.30448
H 5.64311 -4.45810 -6.46659
H 2.73514 -4.47726 -6.22361
H 3.78091 -2.56359 -5.18647
H 4.64594 -3.71839 -4.10104
H 2.78921 -2.75952 -2.98918
H 2.60132 -4.46108 -3.05858
H 0.30483 -2.50352 -2.75905
H 0.17106 -4.26144 -2.88618
H -0.64570 -3.14357 -4.03036
C 5.47713 0.65871 -2.68141
C 4.89506 -0.43843 -1.81447
C 5.75053 -1.68476 -1.61520
O 6.04818 -2.30809 -2.89473
C 6.99489 -3.34071 -2.77382
N 4.44284 0.08991 -0.55720
H 5.51436 0.46848 -3.75404
H 6.48357 0.82456 -2.29712
H 4.82935 1.52787 -2.56723
H 3.95907 -0.69609 -2.31009
H 5.25196 -2.42215 -0.98608
H 6.64973 -1.41405 -1.06180
H 6.59266 -4.18573 -2.21503
H 7.93568 -3.03885 -2.31350
H 7.25400 -3.67559 -3.77822
H 4.34365 -0.75197 -0.00812
H 5.26297 0.49133 -0.12551
C -2.38276 3.86354 4.51380
C -1.09554 4.34327 5.31855
C -1.22736 4.20859 6.85010
O -2.23373 5.03010 7.45893
C -1.95462 6.43443 7.36591
N 0.00374 3.54721 4.90236
H -3.29885 4.34062 4.86205
H -2.61114 2.81316 4.69450
H -2.35164 4.14176 3.46037
H -0.81656 5.34959 5.00617
H -0.29971 4.52395 7.32771
H -1.37735 3.16173 7.11407
H -1.96452 6.90056 6.38066
H -0.99595 6.68935 7.81763
H -2.82694 6.82114 7.89281
H -0.05247 3.46687 3.89713
H -0.03433 2.60700 5.26932
C -0.26238 8.51283 -1.34872
C -0.60244 7.27580 -2.16986
C -1.44221 6.18142 -1.46055
O -0.56112 5.52613 -0.50920
C -1.25591 4.59946 0.32227
N -1.29099 7.71731 -3.42344
H 0.44664 9.20836 -1.79776
H 0.12370 8.23417 -0.36822
H -1.15660 9.10721 -1.16112
H 0.32267 6.80892 -2.50794
H -1.79253 5.45802 -2.19680
H -2.36180 6.61181 -1.06405
H -1.68163 3.75871 -0.22545
H -2.15883 5.08082 0.69793
H -0.66158 4.27671 1.17708
H -0.52754 7.98611 -4.02758
H -1.55946 6.86335 -3.89116
C -2.98439 -1.03856 -3.00494
C -3.24822 0.48483 -2.89106
C -2.42076 1.08630 -1.74667
O -2.97275 0.65613 -0.52015
C -4.12338 1.37332 -0.07896
N -3.07234 1.09321 -4.19837
H -1.97183 -1.16380 -3.38851
H -3.68021 -1.56812 -3.65570
H -3.06244 -1.47844 -2.01070
H -4.27232 0.62191 -2.54388
H -2.16789 2.14593 -1.70991
H -1.39412 0.72026 -1.73587
H -4.41210 0.76530 0.77839
H -4.99485 1.32051 -0.73154
H -3.94065 2.41391 0.18915
H -2.09965 1.05355 -4.46748
H -3.50184 0.55910 -4.94022



Formula: C31H31Br2N3O3Zn
Source: the OMol25 dataset
Level of theory: wB97M-V/def2-TZVPD

Values from the calculation:
- E_LUMO: 0.1205 hartree
- Orbital gap: 2.6 eV
- Multiplicity: 1
- Net charge: -2
- Energy relative to the best compared isomer or geometry (same formula, charge and spin): 38.4 kJ/mol

Positions of all 71 atoms, in Å:
C -2.87569 3.93986 2.33186
N -2.60623 2.52800 2.45534
C -3.62483 1.62495 2.60307
O -4.80769 1.91744 2.70015
C -2.98946 0.23701 2.62862
C -3.54513 -0.69305 1.54280
C -5.01929 -0.97143 1.70765
C -5.89967 -0.67777 0.66210
C -7.27544 -0.81376 0.85690
C -7.76354 -1.29124 2.08155
C -6.87166 -1.64955 3.10120
C -5.49532 -1.50123 2.90968
N -1.56274 0.52879 2.46233
C -0.66585 -0.48306 2.51586
C 0.68271 -0.35520 2.23109
C 1.63950 -1.38838 2.27131
C 3.05963 -1.07312 2.27136
C 4.03046 -2.05897 2.60830
C 5.38548 -1.79888 2.55764
C 5.82531 -0.51847 2.16341
N 7.21445 -0.22911 2.07683
O 7.55281 0.93655 1.76196
O 8.05145 -1.12968 2.30914
C 4.89922 0.49632 1.86444
C 3.54393 0.21875 1.91170
C -1.27405 1.96478 2.28287
C -0.74313 2.26484 0.87174
C -0.33156 2.54069 3.34988
H -3.94982 4.08752 2.43734
H -2.35486 4.51020 3.10902
H -2.55570 4.31796 1.35381
H -3.17607 -0.20853 3.62413
H -3.35314 -0.22294 0.56325
H -2.97106 -1.63078 1.57733
H -5.48970 -0.30512 -0.28084
H -7.96149 -0.53907 0.05256
H -8.83980 -1.38880 2.23858
H -7.24086 -2.03787 4.05110
H -4.78147 -1.76629 3.69334
H -1.09312 -1.46897 2.73539
H 0.99478 0.64736 1.94767
H 1.31906 -2.35234 2.68156
H 3.69451 -3.06750 2.87902
H 6.12858 -2.55112 2.82613
H 5.27404 1.48620 1.61790
H 2.86269 1.01586 1.61354
H -1.51588 2.01904 0.13062
H -0.49809 3.33170 0.81035
H 0.15590 1.68832 0.63659
H -0.83168 2.53145 4.32690
H 0.60579 1.98347 3.42530
H -0.09934 3.57811 3.08298
Br 4.93161 -5.92523 4.73854
Zn 3.21489 -4.65713 5.47271
Br 1.15527 -3.71928 5.46073
C 2.13815 -5.36640 0.64016
C 2.69626 -4.06913 0.65094
C 1.63373 -3.11320 0.60593
C 0.39068 -3.84542 0.66950
C 0.71602 -5.25594 0.73205
C -0.30583 -6.20818 0.76041
C -1.63678 -5.77997 0.75388
C -1.95192 -4.40874 0.68846
C -0.94385 -3.44175 0.64607
H 2.65874 -6.31397 0.58058
H 3.76213 -3.85867 0.67441
H 1.70153 -2.10702 0.16857
H -0.04411 -7.26477 0.72852
H -2.44374 -6.50830 0.75584
H -2.99826 -4.09301 0.64890
H -1.16918 -2.37261 0.60161



Formula: C4H7ClO
Source: the OMol25 dataset
Level of theory: wB97M-V/def2-TZVPD

Values from the calculation:
- E_LUMO: 0.0331 hartree
- Orbital gap: 10.5 eV
- Multiplicity: 1
- Net charge: 0
- Energy relative to the best compared isomer or geometry (same formula, charge and spin): 114.2 kJ/mol

Positions of all 13 atoms, in Å:
C 1.42429 -0.89908 -0.20315
C 0.52644 0.25899 0.24261
O 1.07072 1.48854 -0.13275
C -0.80619 0.17178 -0.49332
C -1.85820 0.01968 0.25008
Cl -3.50610 0.18547 -0.12710
H 2.41768 -0.82183 0.24256
H 0.95422 -1.74880 0.26278
H 1.59614 -1.01420 -1.24688
H 0.35206 0.14474 1.33276
H 0.44224 2.10426 0.17968
H -0.90100 0.39416 -1.57645
H -1.71227 -0.28371 1.26919